DFT (the ωB97M-V functional and the def2-TZVPD basis) results for a cluster of 2 separate species, C25H41IN3O3 in total at a distorted geometry.

Net charge: -1
HOMO energy in eV: -1.3
Strongest force on any atom in Eh/bohr: 0.0421
Frontier orbital gap in Ha: 0.1046

Positions of all 73 atoms, in Å:
H -2.554 0.145 -1.296
I -0.048 -1.850 8.855
H -0.298 1.879 -2.342
H 1.152 -2.134 -5.568
O 1.822 1.600 -5.672
C 0.203 -0.814 4.763
H 0.960 1.089 2.096
H 3.880 -1.024 2.604
C -0.693 -0.716 3.426
H -0.150 -0.603 -2.219
C -0.087 1.837 -3.420
H 0.074 -0.113 0.469
H 2.583 4.335 4.972
C -1.115 -0.490 -5.497
C 1.646 2.428 4.128
N -3.031 -2.012 4.024
H 1.120 -0.171 4.720
H 3.732 3.088 4.342
C -0.650 -0.526 6.092
H -1.546 0.132 5.921
H -0.511 1.497 -7.255
H 1.948 -1.333 -6.920
H -0.714 -2.807 6.315
C -2.403 0.149 -0.181
H -1.880 -1.963 -0.526
C -1.825 -1.267 0.374
H -0.353 2.199 1.566
H -1.138 -2.175 -4.145
H -3.525 1.321 0.954
C 0.978 -1.519 -6.453
C 0.005 0.548 -7.425
C -0.283 -1.135 0.790
N 1.172 0.480 -5.152
H 2.618 1.708 -3.107
C -1.097 0.772 3.066
H -2.032 0.756 2.429
C 2.108 0.760 -2.921
H 1.891 0.712 -1.844
C -2.043 -1.455 3.813
H 0.528 -1.903 4.853
C 2.734 3.600 4.132
H 0.290 -1.866 0.130
H -1.420 1.259 4.045
C -1.007 -1.878 6.893
C 0.132 -0.671 -3.279
C 0.062 -1.530 2.283
H 0.382 -2.117 -7.158
H 0.394 2.781 -3.686
C 0.815 0.629 -3.747
H 1.307 2.247 5.203
O 0.469 2.752 3.371
H 0.857 -1.491 -3.329
H -1.702 0.433 -5.471
O -3.678 0.495 0.455
H 2.804 -0.051 -3.153
H 0.925 0.751 -7.976
H -0.630 -0.058 -8.083
H -2.494 -1.725 1.155
C 2.778 -1.194 2.719
C -1.095 -1.082 -4.092
C 1.634 -1.508 2.413
H 2.183 1.493 3.800
H -2.009 -0.775 -3.568
C 0.273 -0.192 -6.103
H -2.131 -1.930 7.046
H 0.054 0.039 6.785
H -1.677 -1.166 -6.155
C 0.072 1.683 2.491
N -0.533 -4.191 2.547
H -1.709 1.014 0.086
H 2.856 4.085 3.119
C -0.328 -3.062 2.435
H -1.051 1.801 -3.934

Atom charges from the Löwdin analysis, given in e for atoms 1 to 4: 0.11 0.68 0.06 0.06



DFT (the ωB97M-V functional and the def2-TZVPD basis) results for a structure of composition C27H44Cl25FIN6O3P at a distorted geometry.

Net charge: 0
Relative energy (zero: lowest compared OMol25 entry of this formula, charge and spin) in kJ/mol: 0.0
HOMO energy in eV: -7.3
Strongest force on any atom in Eh/bohr: 0.0388
Frontier orbital gap in Ha: 0.2652

Positions of all 108 atoms, in Å:
H 2.284 -0.805 -3.151
H 1.038 -2.021 4.751
H -0.257 -3.026 3.856
H 1.136 -0.408 2.300
P 2.828 2.364 1.473
Cl 7.874 -10.547 -1.342
Cl -6.066 4.517 -2.977
C -0.179 -0.177 -1.691
H -0.477 4.655 1.279
C -2.902 1.953 2.360
C 2.163 2.012 -0.274
Cl 0.343 -5.077 -2.726
Cl -3.956 1.504 8.080
Cl 6.611 -9.191 -3.553
C -2.572 0.192 -1.951
H 0.077 3.656 -1.459
N -3.549 1.795 1.079
H -2.385 -2.090 -3.189
C 1.256 -9.263 -3.753
C -1.359 1.943 2.331
Cl 0.706 -6.643 -0.337
C 0.151 5.853 -0.368
H 4.985 0.748 0.640
C -4.452 3.013 7.327
H 5.415 1.791 -0.778
Cl -3.487 -0.841 5.723
H -3.093 -0.449 -1.231
C 2.505 0.723 -4.720
Cl -0.497 -4.026 -0.174
H 0.334 0.847 -4.530
H -1.810 -2.351 -1.541
H 5.859 0.102 -0.717
C 0.212 1.300 -1.711
Cl 1.330 -7.763 -4.681
H 0.933 2.949 2.353
C 0.571 1.949 -0.328
O 0.486 -1.056 -1.193
H 1.219 4.491 0.876
Cl 5.469 -9.013 -0.915
C -0.411 -0.891 3.669
N 1.896 2.855 2.636
Cl -5.351 3.998 8.482
H -3.865 0.857 0.892
Cl -1.952 -6.203 -1.383
H -0.566 5.787 -1.188
H 4.191 1.496 -3.016
H 3.866 3.289 1.264
H 3.815 -0.755 -1.014
Cl 2.629 -9.333 -2.644
F -1.506 3.181 -0.417
Cl -0.251 -9.309 -2.834
C 6.979 -9.105 -1.829
H -0.665 -2.392 -2.944
C -1.542 -1.922 -2.508
C 0.156 -2.051 4.109
H 3.649 -0.978 -4.223
H -1.082 2.015 3.387
H 1.145 6.093 -0.751
Cl -5.244 6.829 -1.459
H -0.153 -1.176 -5.298
I 2.975 3.621 -1.550
N -3.223 3.330 2.784
H -2.382 1.134 -1.440
H -1.415 -0.634 4.005
Cl 1.316 -10.644 -4.854
Cl -1.664 -2.073 7.582
Cl -4.510 -2.324 7.981
H -4.266 2.486 0.917
Cl -3.230 -3.711 5.795
N -3.397 0.999 3.394
N 0.840 -1.013 -5.432
H 1.010 1.465 -2.437
Cl 7.951 -7.668 -1.502
H -3.264 0.369 -2.780
C 4.054 0.463 -2.693
H 2.505 1.754 -4.340
H -4.212 0.519 3.022
C 1.082 0.425 -5.201
H 5.034 -0.011 -2.817
Cl -3.833 4.329 -1.156
C 3.812 0.328 -1.180
H -2.843 3.520 3.705
C 5.071 0.810 -0.443
H 0.732 0.901 3.425
N -1.348 -0.474 -2.412
C -3.221 -2.238 6.766
H -1.064 2.896 1.898
Cl -1.741 -0.615 1.230
Cl -3.025 3.901 6.777
H -0.639 1.834 -2.136
C -0.584 0.768 1.718
H -3.772 1.548 4.163
H 0.972 -1.196 -6.422
H -4.230 3.447 2.810
C -0.351 -5.480 -1.152
Cl -5.497 2.661 5.937
H 3.471 1.161 1.807
C -0.113 3.339 -0.430
H -0.108 6.672 0.305
C -5.404 5.069 -1.433
H 0.948 0.971 -6.146
C 0.221 4.539 0.447
C 3.072 -0.244 -3.654
Cl -6.510 4.605 -0.127
H 3.171 0.739 -5.590
O 0.265 0.970 0.645
C 0.315 0.108 2.794
O 2.549 0.747 -0.651

Atom charges from the Löwdin analysis, given in e for atoms 1 to 4: 0.10 0.05 0.05 0.12



DFT (the ωB97M-V functional and the def2-TZVPD basis) results for a cluster of 11 separate species, H20NO13 in total at a distorted geometry.

Net charge: -1
Relative energy (zero: lowest compared OMol25 entry of this formula, charge and spin) in kJ/mol: 235.0
HOMO energy in eV: -7.4
Strongest force on any atom in Eh/bohr: 0.1339
Frontier orbital gap in Ha: 0.3612

Positions of all 34 atoms, in Å:
H -1.099 1.302 -1.730
H -2.372 -1.298 -0.702
O 0.012 -3.003 0.107
H -1.246 -1.421 -4.418
H 1.949 -2.013 -2.412
H 1.235 -0.812 -2.136
O -2.066 1.276 -1.802
O 2.794 0.289 2.941
O -1.133 -0.486 -4.193
H -2.450 1.285 -0.912
H -0.378 -2.223 -0.370
O 0.885 2.452 2.924
H 2.051 -2.411 2.018
O -1.608 3.663 0.484
H -2.304 2.960 0.597
H -0.866 -0.302 2.367
H 0.547 1.678 3.342
O -1.572 -1.416 -1.180
O 0.560 0.828 -1.623
O 0.336 1.813 0.225
O 1.319 -1.871 2.206
O 1.322 -1.446 -2.850
H -0.650 -0.253 0.997
H 2.353 1.123 2.794
H 1.238 -1.279 1.417
O 1.105 -0.150 0.117
H 0.944 2.223 2.027
H -1.568 -0.645 -1.730
H 2.189 -0.435 2.811
H 0.113 -2.737 1.008
H -0.863 3.184 0.231
O -1.391 -0.462 1.590
H -0.285 -0.324 -3.725
N 0.898 0.912 -0.418

Atom charges from the Löwdin analysis, given in e for atoms 1 to 4: -0.01 0.05 -0.10 0.04



DFT (the ωB97M-V functional and the def2-TZVPD basis) results for a structure of composition F4K2N2O8S4 at a distorted geometry.

Net charge: 0
Relative energy (zero: lowest compared OMol25 entry of this formula, charge and spin) in kJ/mol: 208.7
HOMO energy in eV: -7.7
Strongest force on any atom in Eh/bohr: 0.0808
Frontier orbital gap in Ha: 0.1643

Positions of all 20 atoms, in Å:
N 1.561 -2.785 -1.908
F 1.836 -4.718 -0.499
K -1.225 4.252 -1.178
F -0.734 3.525 3.518
S 0.170 2.665 2.488
S 0.536 -1.705 -2.578
F 1.625 -0.542 -2.698
O -0.618 1.609 -0.551
O 0.580 3.663 1.541
O 0.185 -2.024 -3.925
S -0.409 0.953 0.717
O 0.517 -2.946 0.375
S 0.725 -3.612 -0.877
O 1.093 2.021 3.341
O -0.340 -4.403 -1.430
O -0.474 -1.115 -1.754
F -1.426 -0.248 0.692
O 0.849 0.359 0.996
N -1.067 1.741 1.916
K -3.382 3.308 1.815

Atom charges from the Löwdin analysis, given in e for atoms 1 to 4: -0.30 -0.21 0.94 -0.23



DFT (the ωB97M-V functional and the def2-TZVPD basis) results for a cluster of 2 separate species, C2H4ClNO3 in total at a distorted geometry.

Net charge: 0
Relative energy (zero: lowest compared OMol25 entry of this formula, charge and spin) in kJ/mol: 461.8
HOMO energy in eV: -10.3
Strongest force on any atom in Eh/bohr: 0.0688
Frontier orbital gap in Ha: 0.3681
SMILES: O=[N+]([O-])/C=C/O.Cl

Positions of all 11 atoms, in Å:
H -0.134 -2.089 -0.633
O -1.760 -1.129 0.296
C 0.284 -0.244 0.236
H 2.576 -0.883 -0.344
O -1.443 0.922 0.996
O 1.966 -1.674 -0.693
Cl -0.597 3.104 -0.597
N -1.103 -0.122 0.490
H -1.496 2.967 0.185
H 1.036 0.502 0.468
C 0.671 -1.354 -0.405

Atom charges from the Löwdin analysis, given in e for atoms 1 to 4: 0.15 0.05 -0.05 0.18



DFT (the ωB97M-V functional and the def2-TZVPD basis) results for a cluster of 5 separate species, C23H43ClN4O7 in total at a distorted geometry.

Net charge: 0
HOMO energy in eV: -8.9
Strongest force on any atom in Eh/bohr: 0.0965
Frontier orbital gap in Ha: 0.2955
SMILES: CC(C)CC1=C(C[C@H](C)Cl)C(=O)OC1=O.CNC(C)=O.CNC(C)=O.CNC(C)=O.CNC(C)=O

Positions of all 78 atoms, in Å:
N -2.335 4.096 -1.795
C 4.638 4.077 6.014
H -1.669 -2.849 -2.338
C -1.562 4.420 -4.104
H -3.104 -4.887 4.077
H 5.137 3.604 6.863
C -2.162 3.552 -3.031
C 1.236 1.410 0.998
H -1.580 6.039 -2.152
H 3.719 -1.958 -5.283
H -0.933 1.172 -1.205
C -2.238 -1.915 -2.704
C -1.042 0.237 1.347
H 2.717 -2.892 -6.405
H 0.241 -0.160 -6.563
H -2.742 3.456 -1.127
C -1.464 -6.771 3.048
O -2.491 2.391 -3.240
H 3.035 3.499 7.893
H 2.746 1.640 2.745
H 1.348 3.153 7.449
C 0.979 -1.322 -8.179
C -2.011 5.437 -1.355
C -1.641 -0.376 0.209
C 2.373 2.778 7.419
C -1.675 0.286 -1.239
H -3.471 -7.166 3.682
N 2.727 2.533 6.037
H -2.927 5.912 -0.998
H 2.171 1.876 5.507
C -2.403 -4.448 3.370
H 0.952 -0.184 -2.474
C 3.075 -1.890 -6.160
H 5.400 4.427 5.318
H -2.199 5.289 -4.283
O -0.793 -0.431 3.765
N -1.509 -5.434 2.800
C 3.745 3.083 5.320
C -1.225 -0.669 -2.438
H -0.818 -5.126 2.130
C -1.242 -0.686 2.627
H -1.487 3.851 -5.030
H -0.560 4.739 -3.812
H 3.660 -1.483 -6.988
H 1.831 -1.971 -8.369
H -1.291 -0.029 -3.398
H -0.410 2.183 2.415
C 2.140 0.839 2.193
O 3.911 2.766 4.150
C 1.911 -0.985 -5.856
H 2.910 0.128 1.721
H -3.226 -1.791 -2.122
H 1.298 0.647 0.134
C -0.300 1.667 1.406
H -1.800 -3.693 3.878
H -2.706 0.776 -1.402
H 0.055 -1.890 -8.310
H -2.294 -8.412 4.126
O -2.817 -2.689 0.262
H -2.955 -3.978 2.556
O -2.036 -1.791 2.219
H -0.761 2.312 0.586
C 0.320 -1.139 -2.356
H 0.560 -1.728 -1.409
H -2.306 -6.880 5.014
H 1.562 0.237 2.977
H 0.561 -1.777 -3.286
N 0.992 -0.777 -6.839
Cl 2.075 2.967 0.405
C -2.451 -7.337 4.033
H -1.300 5.366 -0.530
O -0.638 -7.473 2.477
H 4.054 4.937 6.349
H 0.991 -0.492 -8.888
C -2.233 -1.730 0.786
O 1.775 -0.444 -4.766
H -2.461 -1.965 -3.833
H 2.423 1.830 7.960

Atom charges from the Löwdin analysis, given in e for atoms 1 to 4: 0.01 -0.01 0.08 -0.01